# 1
Below is the ion C14H29N4O5S with charge +1 at a distorted geometry, with properties calculated with the ωB97M-V functional and the def2-TZVPD basis.

Geometry as XYZ:
```
53
Properties=species:S:1:pos:R:3:forces:R:3:lowdin_charge:R:1
C -2.0657 -2.5024 -3.3902 0.0494 0.2472 -0.2019 -0.06
C -2.7554 -1.1640 -3.3452 0.0572 -0.0565 -0.3597 -0.28
O -1.7926 -0.1587 -3.6283 0.1614 -0.0261 0.6741 -0.16
C -2.2649 1.1487 -3.3885 0.0603 -0.0173 -0.6482 -0.20
C -1.0922 2.0818 -3.1983 -0.4132 0.1219 -0.1506 -0.15
O -0.7140 2.2324 -1.8347 0.2117 -0.0891 0.2920 -0.10
C -0.2175 1.0408 -1.2807 -0.2587 0.9540 -0.5721 -0.17
N 0.9038 1.3690 -0.3893 -0.4003 -1.9088 0.8996 0.09
C 1.9702 0.3215 -0.5723 -0.0949 0.2145 -0.5115 -0.14
O 2.9452 0.3682 0.3904 0.0901 0.5346 0.1814 0.00
C 2.5160 0.4380 1.7252 0.1364 -0.5089 0.4717 -0.35
C 2.1642 -0.8916 2.3896 -0.7038 0.3684 -0.2213 -0.09
C 1.1643 -1.7991 1.6635 0.3331 -0.4165 0.3653 -0.15
C 1.7034 -2.8280 0.6384 0.1966 0.2586 -0.2806 -0.08
C 3.1403 -2.6421 0.1954 0.7844 0.8329 -2.1738 -0.49
O 3.4292 -2.1701 -0.9052 -0.4939 -1.0026 2.4383 0.10
O 4.1219 -3.0050 1.0547 -0.2009 0.1837 -0.5470 0.13
N 1.4467 1.4452 1.9433 0.8628 0.8091 -0.7661 -0.27
S 2.1443 3.0524 2.2099 -0.0009 -0.0649 0.1614 0.94
C 0.5580 1.6211 0.8929 0.0674 0.4062 -0.2732 -0.39
N -0.6198 2.1395 1.1658 -0.1858 0.0363 0.2725 0.14
C -1.0989 2.4224 2.5103 -0.3944 -0.1861 0.2186 -0.21
N -1.3091 1.1985 3.2690 -0.2776 0.0165 -0.3184 -0.09
C -2.2412 0.2896 2.5805 0.1089 0.1839 0.3484 -0.11
H -1.3679 -2.5939 -2.5650 0.0719 -0.1622 0.1972 0.06
H -2.7932 -3.3042 -3.3731 -0.0801 -0.1997 0.1583 0.08
H -1.4988 -2.5814 -4.3114 0.0732 -0.0598 -0.1796 0.08
H -3.5467 -1.1112 -4.0935 -0.1956 -0.0206 -0.0702 0.13
H -3.2083 -0.9926 -2.3667 -0.0637 0.1061 0.1748 0.11
H -2.8413 1.4978 -4.2477 -0.1564 -0.0215 -0.1258 0.13
H -2.9289 1.1810 -2.5242 -0.0609 0.0339 0.2436 0.13
H -1.3698 3.0612 -3.5658 0.0506 0.3146 0.1994 0.13
H -0.2436 1.7394 -3.7868 0.1465 -0.1421 -0.0893 0.14
H -1.0199 0.5471 -0.7317 0.0119 -0.2628 0.2735 0.14
H 0.1029 0.3673 -2.0692 0.3415 -0.1131 -0.0356 0.14
H 2.4408 0.5002 -1.5308 0.1495 0.1339 -0.0982 0.16
H 1.4732 -0.6441 -0.6453 -0.0763 -0.0717 0.1446 0.11
H 3.3796 0.8083 2.2586 0.1112 0.2441 0.0874 0.13
H 3.0951 -1.3773 2.6488 0.1631 -0.2785 -0.1235 0.12
H 1.6927 -0.6099 3.3273 0.0538 0.0772 0.2257 0.12
H 0.6421 -2.3545 2.4352 -0.1495 -0.1032 0.0927 0.12
H 0.3930 -1.1990 1.1900 -0.1330 0.1938 -0.0993 0.09
H 1.1334 -2.7367 -0.2769 -0.1556 -0.1613 -0.1915 0.11
H 1.5674 -3.8503 0.9796 0.0045 -0.1100 0.2438 0.13
H 3.7721 -3.5158 1.7891 -0.1300 -0.0946 0.1875 0.12
H 2.0497 3.1034 3.5518 -0.1423 -0.1994 -0.0440 -0.10
H -1.2461 2.3864 0.4164 0.1742 0.0894 -0.3610 0.15
H -0.4180 3.0929 3.0193 0.2333 -0.0385 0.1505 0.09
H -2.0365 2.9665 2.3873 -0.1111 0.1267 -0.2902 0.13
H -1.7920 1.4851 4.1096 0.2880 0.0342 0.3518 0.11
H -2.7470 -0.3039 3.3312 -0.0779 -0.1823 0.0994 0.09
H -3.0055 0.8299 2.0180 -0.1336 0.0011 -0.1891 0.08
H -1.7150 -0.3998 1.9299 0.0974 -0.0249 -0.2320 0.05
```
Forces are in eV/Å.

Output
* HOMO: -12.633 eV
* 2S+1: 1
* strongest force on any atom: 2.68 eV Å⁻¹
* electronic energy: -1543.974048 hartree
* HOMO-LUMO gap: 9.4 eV
* net charge: +1
* SMILES string: CCOCCOCN1CO[C@H](CCCC(=O)O)N(S)/C1=[NH+]\CNC

# 2
Below is a cluster of 2 separate species, C14H30BBrN2O3 in total at a distorted geometry, with properties calculated with the ωB97M-V functional and the def2-TZVPD basis.

Geometry as XYZ:
```
51
Properties=species:S:1:pos:R:3:forces:R:3:lowdin_spin:R:1
C -4.7097 1.7781 1.1030 -0.0113 -0.2683 0.1562 0.00
N -3.2542 1.7324 1.0461 -0.0922 0.9627 -0.0592 0.00
C -2.6223 1.9849 2.3427 0.1321 -0.5519 0.0259 0.00
B -2.6408 2.3859 -0.0875 0.4250 0.1184 0.1521 0.00
O -3.2602 3.4902 -0.6277 -0.9338 -0.6594 -0.0327 0.00
C -1.3039 1.7952 -0.7465 -0.1534 -0.1520 0.1336 0.00
Br -0.2702 3.3362 -1.4632 0.0392 0.0054 -0.0640 0.00
C -0.4171 0.9950 0.2165 0.1579 0.1373 -0.2370 0.01
C 0.4655 -0.1517 -0.3341 0.1069 -0.3655 0.3966 0.02
C 0.6391 -1.1837 0.7909 -0.1609 -0.0666 -0.0496 0.01
C 1.8595 0.3351 -0.7046 0.0403 0.0351 0.0186 0.00
N -0.1786 -0.8314 -1.5116 0.0671 0.8603 -0.3394 0.38
O 0.5243 -0.9083 -2.5759 0.0180 -0.2645 0.0551 0.51
C -1.6170 -0.5650 -1.7679 -0.2210 -0.3992 -0.0095 0.03
C -2.5055 -1.1509 -0.6676 0.1600 -0.0507 0.0740 0.00
C -2.0149 -1.2534 -3.0726 -0.2204 0.1134 0.0115 0.00
C -1.7906 0.9461 -1.9564 0.0849 -0.0338 0.2145 0.02
H -5.1125 0.7874 1.3393 0.0144 0.0027 0.0551 0.00
H -5.1206 2.0829 0.1424 0.0035 0.0165 0.0082 0.00
H -5.0724 2.4702 1.8709 -0.0006 0.0890 -0.0731 0.00
H -2.5688 1.0804 2.9579 -0.0683 0.0064 0.0232 0.00
H -3.1871 2.7403 2.8980 0.0356 0.0576 -0.0256 0.00
H -1.6029 2.3475 2.2172 -0.0155 0.0123 0.0043 0.00
H -3.2528 3.5401 -1.5843 0.5621 0.3439 -0.1964 0.00
H 0.2786 1.6843 0.6958 -0.0698 -0.0048 0.1209 0.00
H -1.0498 0.6029 1.0107 -0.0355 -0.0838 -0.0910 0.00
H -0.2893 -1.7390 0.9552 -0.0010 0.0089 0.0080 0.00
H 0.8985 -0.6660 1.7168 0.0567 -0.0032 -0.0067 0.00
H 1.4698 -1.8609 0.5794 0.0393 0.0337 0.0225 0.00
H 2.2870 0.7827 0.1941 0.0297 0.0126 -0.0183 0.00
H 2.5017 -0.5130 -0.9293 0.0598 0.0588 -0.0659 0.00
H 1.8673 1.0663 -1.5133 -0.0979 -0.0431 -0.0417 0.00
H -2.2881 -0.7677 0.3243 -0.0616 0.0366 -0.0171 0.00
H -2.3765 -2.2343 -0.6468 -0.0065 -0.0031 0.0026 0.00
H -3.5513 -0.9344 -0.8964 -0.0028 0.0316 0.0261 0.00
H -1.5005 -0.8281 -3.9296 0.1011 -0.0931 0.0151 0.00
H -3.0909 -1.1197 -3.2154 -0.0065 -0.0044 0.0160 0.00
H -1.8142 -2.3225 -3.0152 0.1091 0.0151 -0.0513 0.00
H -1.2249 1.2189 -2.8466 -0.0420 0.0279 -0.0230 0.00
H -2.8539 1.1318 -2.1561 0.0348 0.0634 -0.1409 0.00
C 5.4775 -1.1598 2.2710 0.0386 -0.0613 0.0697 0.00
C 4.8256 -2.1868 1.3138 0.1202 0.1121 -0.0802 0.00
C 5.8613 -2.5370 0.2190 0.0450 -0.0804 0.0420 0.00
O 3.6711 -1.7334 0.7963 -0.1560 -0.0325 0.0336 0.00
H 5.6869 -0.2399 1.7149 -0.0327 0.0083 0.0077 0.00
H 4.7797 -0.9235 3.0783 -0.0222 0.0283 -0.0315 0.00
H 6.4135 -1.5238 2.7168 0.0097 -0.0106 -0.0082 0.00
H 4.7143 -3.1277 1.9249 -0.0321 0.0010 -0.0064 0.00
H 6.0768 -1.6372 -0.3667 -0.0273 -0.0092 -0.0185 0.00
H 5.4397 -3.2903 -0.4506 -0.0247 0.0372 -0.0212 0.00
H 6.8036 -2.9252 0.6300 0.0052 0.0047 0.0154 0.00
```
Forces are in eV/Å.

Output
* expectation value of S²: 0.75
* HOMO (spin up / spin down): -2.788 / -2.787 eV
* 2S+1: 2
* strongest force on any atom: 1.14 eV Å⁻¹
* electronic energy: -3485.539324 hartree
* HOMO-LUMO gap (spin up / spin down): 5.0 / 5.0 eV
* net charge: -1

# 3
Below is a cluster of 8 separate species, C14H30Br12N2O4 in total at a distorted geometry, with properties calculated with the ωB97M-V functional and the def2-TZVPD basis.

Geometry as XYZ:
```
62
Properties=species:S:1:pos:R:3:forces:R:3:lowdin_charge:R:1
C -0.0079 -0.2700 0.9769 0.8519 -0.5202 -1.5230 0.04
N -1.4499 -0.1147 0.6612 -0.6529 0.5916 -0.6341 -0.43
O -2.2018 -0.2823 1.5903 -0.7117 0.0047 -0.3010 0.07
O -1.7727 0.1999 -0.5133 0.8565 -0.7403 2.6580 0.03
H 0.2540 -1.1160 0.3415 0.5191 0.4760 -0.5972 0.10
H 0.3582 -0.6252 1.9402 -1.2450 0.5958 0.4925 0.10
H 0.4260 0.6851 0.6812 0.3671 -0.4036 -0.1208 0.10
C -4.9766 0.0711 -3.6094 -1.6022 0.7860 2.2133 0.01
N -3.9182 -0.4678 -4.4535 0.1841 -0.8905 -0.2367 -0.43
O -3.9706 -0.0962 -5.6140 0.8237 -0.5628 0.3815 0.07
O -3.1073 -1.2659 -3.9452 -1.3647 1.5987 -1.1114 0.05
H -5.6993 0.7786 -4.0160 0.9151 0.1497 -1.1207 0.10
H -4.5479 0.5633 -2.7365 0.3388 -0.2769 -0.0571 0.10
H -5.6881 -0.6595 -3.2245 0.7757 -0.8380 -0.0461 0.10
Br 2.3574 -3.7354 -5.8897 -0.5058 0.0135 -0.5185 0.57
C 0.9980 -2.3207 -5.9793 -0.6847 -0.0627 0.3521 -0.68
C 1.3725 -1.2633 -4.9562 0.9987 -0.6373 -0.1107 -0.61
Br 3.2582 -0.6355 -5.4277 -1.4437 0.2301 0.6405 0.50
H 0.0933 -2.8446 -5.6708 -0.0140 0.1365 0.2957 0.05
H 0.7500 -1.9560 -6.9761 0.8567 -0.0735 -0.1077 0.07
H 1.4051 -1.8027 -4.0096 0.5557 0.3518 0.1194 0.04
H 0.7004 -0.4183 -4.8064 0.1910 0.0525 -0.6408 0.06
Br -8.3733 -2.2505 3.4359 1.2132 0.1337 -1.4631 0.49
C -7.0592 -2.1258 1.8275 -0.2244 -1.2847 0.3081 -0.58
C -5.9588 -3.2218 1.9849 -0.5540 1.1157 -0.1653 -0.63
Br -5.1331 -3.5400 0.1712 -0.4209 0.2218 1.1830 0.55
H -6.7741 -1.0775 1.7380 0.2965 -0.3286 0.3378 0.05
H -7.5897 -2.4222 0.9226 -0.5582 0.2494 0.3810 0.03
H -6.4393 -4.1429 2.3145 0.2440 0.0264 -0.3025 0.04
H -5.1763 -2.9295 2.6852 0.0341 -0.1105 -0.2944 0.05
Br 1.7151 -5.1026 -0.4992 -0.1808 0.3332 0.3911 0.61
C 2.2556 -5.9486 1.1624 0.7542 -1.1126 0.3325 -0.72
C 1.2120 -6.0372 2.2557 -1.2277 0.2424 -0.5840 -0.70
Br 1.6408 -7.3499 3.6280 0.2305 0.2251 -0.2018 0.62
H 3.2249 -5.5673 1.4836 -0.2630 0.3522 -0.0515 0.06
H 2.4354 -6.9728 0.8356 0.0788 0.0477 0.0811 0.04
H 0.3013 -6.4074 1.7850 0.0097 -0.1410 0.1190 0.04
H 0.8983 -5.1268 2.7664 0.5960 0.0950 -0.0812 0.05
Br 3.8545 6.8835 -0.1222 0.2078 0.2563 1.2464 0.54
C 4.3120 6.6368 1.8043 0.8871 -2.1624 -0.1544 -0.64
C 4.2200 5.0691 2.1544 -0.4267 2.5154 -0.2494 -0.63
Br 2.3213 4.5523 1.8622 1.1052 -0.2992 0.3888 0.53
H 3.8048 7.2751 2.5278 -0.6727 -0.1548 -0.6030 0.06
H 5.3670 6.8864 1.9176 0.0510 0.0802 -0.3792 0.04
H 4.5176 4.9657 3.1979 -0.5606 -0.1707 0.0987 0.05
H 4.9512 4.5078 1.5727 -0.6446 -0.1089 -0.3738 0.06
Br -0.3137 6.9373 -4.4107 0.0531 -0.7740 1.3782 0.49
C -0.3985 6.0214 -2.5741 0.3376 -0.5187 -0.9117 -0.58
C 0.0346 4.5111 -2.6546 0.0827 1.6526 -0.4279 -0.63
Br 1.9535 4.3021 -3.1669 -1.1080 0.0892 0.2176 0.54
H -1.4589 6.1070 -2.3368 0.1255 -0.1892 0.0476 0.04
H 0.1787 6.6517 -1.8975 0.1168 -0.2417 -0.2178 0.04
H -0.6149 4.0683 -3.4098 0.4651 -0.3073 -0.0119 0.05
H -0.0667 3.9854 -1.7052 -0.0404 0.2812 -0.0350 0.05
Br 4.0678 2.0394 6.1655 -0.4307 -1.0079 0.3825 0.59
C 3.5765 0.0976 6.1078 -1.2885 0.4874 0.1923 -0.72
C 4.3815 -0.4739 5.0426 0.8525 -0.8302 -0.6934 -0.68
Br 3.5908 -2.3238 4.8067 0.8277 0.8331 -0.1400 0.57
H 2.5643 -0.0564 5.7337 -0.3512 0.9244 0.6653 0.04
H 3.6807 -0.4573 7.0402 0.1873 0.7104 0.2098 0.07
H 5.4260 -0.4929 5.3538 0.0309 -0.5836 -0.5218 0.07
H 4.2375 0.1048 4.1302 0.1557 -0.5281 -0.1249 0.05
```
Forces are in eV/Å.

Output
* HOMO: -9.487 eV
* 2S+1: 1
* strongest force on any atom: 2.89 eV Å⁻¹
* electronic energy: -31849.789438 hartree
* HOMO-LUMO gap: 9.3 eV
* relative energy (zero: lowest compared OMol25 entry of this formula, charge and spin): 3.0938 eV
* net charge: 0
* SMILES string: C[N+](=O)[O-].C[N+](=O)[O-].BrCCBr.BrCCBr.BrCCBr.BrCCBr.BrCCBr.BrCCBr

# 4
Below is a structure of composition C14H30FN3O7S at a distorted geometry, with properties calculated with the ωB97M-V functional and the def2-TZVPD basis.

Geometry as XYZ:
```
56
Properties=species:S:1:pos:R:3:forces:R:3:lowdin_charge:R:1
C -1.5724 -2.5500 1.1603 -0.8445 0.3610 0.3197 -0.08
C -2.2405 -1.2566 1.7848 0.8344 -0.5663 0.6402 -0.16
C -1.3044 0.0098 1.7536 -1.4717 0.6138 0.6323 -0.27
F -0.0011 -0.4370 1.5540 -0.4575 0.5499 -0.3208 -0.03
C -1.7076 1.1063 0.6798 3.4938 -1.8519 0.1408 -0.18
C -0.4302 2.0533 0.4677 -2.1077 3.0617 0.8405 -0.14
O -0.1011 2.1892 -0.9423 -1.5118 -2.7621 0.2467 -0.20
S -0.4110 0.6318 -1.4842 2.6961 -0.7929 -2.8536 0.73
O 0.8502 -0.0582 -1.1685 -3.1028 0.6347 0.4767 -0.27
O -0.7680 0.4964 -2.9086 -0.2204 1.0787 3.4067 -0.26
O -1.7469 0.3388 -0.5666 0.8741 0.9529 -0.9529 -0.20
H -2.3063 -3.3693 1.3553 0.6080 0.5212 -0.4237 0.08
H -1.3979 -2.4432 0.0677 -0.0420 -0.1556 0.7808 0.08
H -0.6374 -2.8149 1.6928 -0.5036 0.2969 -0.4648 0.07
H -3.2456 -1.1018 1.3411 0.6797 0.1729 0.1843 0.10
H -2.3840 -1.5109 2.8649 -0.1128 0.3297 -0.8166 0.11
H -1.2871 0.5561 2.7313 -0.1218 -0.5793 -0.5451 0.16
H -2.6224 1.6920 0.9156 0.4544 -0.8331 -0.5485 0.17
H -0.8759 3.0621 0.6674 0.8066 -0.6211 0.1808 0.14
H 0.4182 1.9192 1.1641 -0.3254 -0.5302 -0.8426 0.14
C 4.7259 2.1883 -3.8265 -0.1722 -0.0062 0.1891 -0.36
O 5.7181 2.7937 -4.1772 0.0827 0.1323 0.0905 0.01
N 4.0362 2.4190 -2.6836 0.0139 -0.2239 -0.3932 -0.20
C 2.8554 1.6540 -2.3272 0.3682 0.3055 0.0930 -0.07
C 4.4953 3.4647 -1.7899 0.1848 -0.0132 -0.2457 -0.04
H 4.2960 1.3756 -4.4336 -0.0828 -0.0471 0.0335 0.13
H 2.0067 2.3318 -2.2300 -0.0687 -0.1283 0.0354 0.08
H 3.0297 1.1517 -1.3750 -0.1882 -0.0692 -0.0321 0.09
H 2.6306 0.9075 -3.0873 0.0699 0.0392 0.0185 0.09
H 4.4973 4.4197 -2.3192 0.0682 0.0325 0.1340 0.09
H 5.5152 3.2451 -1.4678 -0.0244 0.1401 0.0536 0.09
H 3.8437 3.5304 -0.9202 -0.0272 -0.0766 -0.0737 0.08
C -4.8939 -1.6781 -1.3463 -0.0183 0.0978 -0.3072 -0.35
O -5.1973 -2.7410 -0.8451 -0.0692 -0.1252 -0.0436 0.01
N -5.1516 -1.3152 -2.6272 0.1662 0.1594 0.4994 -0.20
C -4.7557 -0.0220 -3.1505 -0.1151 -0.2897 -0.1483 -0.05
C -5.8427 -2.2499 -3.4960 0.0204 -0.1516 0.2642 -0.04
H -4.3591 -0.9037 -0.7719 0.0237 0.1424 -0.1088 0.11
H -5.6411 0.5205 -3.4911 0.1005 0.1036 -0.0288 0.09
H -4.0753 -0.1727 -3.9912 0.0281 0.2238 0.0116 0.09
H -4.2505 0.5629 -2.3827 0.0068 -0.0821 -0.0149 0.08
H -6.8177 -2.4902 -3.0677 0.0147 -0.0867 -0.1133 0.09
H -5.2616 -3.1706 -3.5734 -0.1202 -0.0244 -0.0692 0.09
H -5.9753 -1.8175 -4.4860 0.0553 0.0606 0.0764 0.09
C 2.5779 -0.4549 5.4657 0.1493 -0.1834 -0.1651 -0.36
O 1.8390 0.5090 5.4716 -0.0800 0.0959 -0.1585 0.01
N 3.1413 -0.9959 4.3595 -0.0142 -0.0183 0.4465 -0.20
C 4.0146 -2.1501 4.4263 -0.1041 0.1817 -0.2263 -0.06
C 2.8580 -0.3968 3.0680 -0.1446 0.1756 0.1935 -0.04
H 2.8545 -0.9810 6.3935 0.0535 -0.0651 0.0004 0.13
H 4.9949 -1.8850 4.0237 0.0395 -0.1700 0.0343 0.09
H 3.5866 -2.9614 3.8330 0.1464 -0.0854 0.0472 0.09
H 4.1322 -2.4862 5.4558 -0.0495 0.0699 -0.0237 0.08
H 3.1834 0.6459 3.0757 -0.0378 -0.0187 -0.1239 0.09
H 1.7844 -0.4251 2.8866 0.0977 0.0606 -0.1229 0.07
H 3.3761 -0.9355 2.2768 0.0018 -0.0367 0.0972 0.09
```
Forces are in eV/Å.

Output
* HOMO: -9.025 eV
* 2S+1: 1
* strongest force on any atom: 4.01 eV Å⁻¹
* electronic energy: -1740.367665 hartree
* HOMO-LUMO gap: 9.2 eV
* net charge: 0